# 1
Here is a molecular structure, C23H29BaN5O8SeSi from the Open Molecules 2025 dataset. Energies are from wB97M-V/def2-TZVPD.

```
! RIJCOSX wB97M-V def2-TZVPD def2/J DEFGRID3
* xyz 0 1
Si 0.612 -2.756 -0.751
C 3.991 0.181 2.513
C 3.096 3.790 -3.171
N -5.080 1.322 -0.563
H 0.564 -2.606 3.333
C 3.634 -2.304 2.514
O 7.477 2.957 -1.127
O -2.643 0.525 -0.621
H 0.183 -2.632 -3.245
C -4.356 3.494 0.282
H 5.698 -2.130 1.901
H 0.168 -4.013 1.423
H 2.863 -3.109 -1.830
H 4.327 0.262 1.480
C -4.233 1.960 0.459
H -3.440 3.895 -0.155
N 3.620 5.358 -4.999
H 3.392 1.052 2.760
C 3.942 -5.022 2.357
C -0.277 -3.158 -2.404
H 5.152 2.348 -0.906
C 4.838 2.959 -1.738
C 2.309 -3.600 -1.025
O 2.436 5.381 -5.262
C 5.387 4.493 -3.531
C 2.574 -3.154 2.804
H 6.114 5.064 -4.085
O -1.857 1.925 0.899
N 7.180 3.644 -2.082
C 5.753 3.700 -2.462
H 4.083 -6.091 2.277
C 3.500 3.007 -2.100
H 2.182 -4.653 -1.304
O 7.959 4.303 -2.737
O 4.479 5.976 -5.591
C 2.702 -4.531 2.730
C -2.801 1.486 0.283
O 1.297 2.197 -1.754
H -4.685 2.472 -2.277
C 5.009 -4.168 2.066
N 1.510 -2.327 3.134
H -1.332 -2.870 -2.377
H 2.055 3.819 -3.458
O 2.890 1.536 -0.341
H -0.232 -4.232 -2.621
C -5.464 2.383 -1.515
H 2.940 -3.567 -0.133
H -6.393 2.119 -2.017
C -5.538 3.655 -0.678
C 4.046 4.519 -3.861
C -0.274 -4.002 0.422
H -6.480 3.682 -0.127
Ba 0.517 0.520 0.012
C 1.870 -1.027 3.060
C 4.875 -2.791 2.138
H -5.470 4.563 -1.276
H -3.556 0.351 -0.969
N 3.167 -1.002 2.676
H -0.215 -5.025 0.030
H -1.332 -3.750 0.537
H -4.533 1.644 1.459
H -5.904 0.920 -0.139
Se 0.766 0.402 3.423
H 1.869 -5.189 2.936
H -4.506 3.997 1.234
H 5.959 -4.591 1.768
H 4.849 0.124 3.183
C 2.485 2.188 -1.339
*
```

Values from the calculation:
**E_HOMO**: -6.0 eV
**Orbital gap**: 5.3 eV
**Energy**: -122068.308 eV
**Molar mass**: 747.89 g mol⁻¹
**ΔE to the lowest compared entry with this formula, charge and spin**: 24.58 kJ/mol



# 2
Here is a molecular structure, C22H35F7N3O6P3SbTi from the Open Molecules 2025 dataset. Energies are from wB97M-V/def2-TZVPD.

```
! RIJCOSX wB97M-V def2-TZVPD def2/J DEFGRID3
* xyz 0 4
C 3.991 -5.151 -2.319
H -3.402 -1.352 2.655
H 0.688 -1.197 3.062
N 0.016 -1.274 2.306
C 1.928 -1.303 -0.830
F 0.495 1.285 3.280
H -1.293 -1.678 3.900
C -3.335 2.375 0.861
O -3.516 -1.366 0.167
Ti 0.089 0.688 1.052
N 3.165 -3.439 -0.899
P -1.661 2.591 1.576
C -1.618 5.398 1.190
H -2.845 3.838 3.339
H -2.284 5.464 2.041
C 2.963 -6.086 -1.878
H -1.637 -4.347 -0.026
O 1.413 -1.582 -1.942
H -2.489 -4.620 -1.572
C -0.383 6.503 -0.546
F 2.557 0.316 3.246
P 0.360 2.465 -0.846
C -1.237 6.563 0.546
C -1.146 4.158 0.766
F 2.049 1.799 4.916
H 2.099 3.529 -2.234
H -1.428 -2.806 2.566
H 0.564 -3.168 -3.911
H -3.250 2.095 -0.189
H 2.469 1.855 -1.782
H 0.761 5.240 -1.830
H -2.878 -0.773 -2.442
C -0.277 4.099 -0.332
C -2.209 -3.878 -0.823
F 4.867 -5.591 -3.224
F 1.974 1.849 1.658
H -0.417 2.970 -3.123
H -2.370 0.087 2.639
H -1.603 7.518 0.899
O 1.251 -3.786 0.286
H -2.683 -1.979 -3.758
H -3.848 1.562 1.378
C -2.536 -0.912 0.752
C -0.508 2.139 -2.422
O 2.824 -7.227 -2.240
H -1.561 1.936 -2.229
H 3.278 -2.039 0.658
H 4.069 -1.570 -0.853
H 0.404 -1.947 1.651
H 0.556 -4.511 -2.755
C -2.041 3.104 3.286
Sb -0.936 -2.455 -1.805
H -0.855 -4.249 -3.799
H -1.137 3.500 3.748
H -0.063 1.244 -2.861
O 1.513 -0.480 0.001
C 2.057 2.800 -1.424
F 3.565 2.376 3.251
C -1.289 -1.750 2.812
P 2.073 1.853 3.332
H -0.080 7.410 -1.052
C -2.171 -1.300 -3.076
C -2.468 -0.939 2.274
F 1.487 3.345 3.319
H 4.816 -3.215 -2.172
C 2.114 -4.208 -0.468
H 1.352 -6.084 -0.603
C -0.058 -3.756 -3.241
H -3.080 -3.361 -0.432
N 2.104 -5.500 -0.943
O -1.502 -0.424 0.146
H 2.662 3.142 -0.585
H -1.552 -0.607 -3.643
C 4.054 -3.906 -1.841
C 0.089 5.276 -0.981
H -2.343 2.219 3.848
H -3.927 3.287 0.949
C 3.196 -2.062 -0.427
*
```

Values from the calculation:
**E_HOMO (alpha / beta)**: -6.5 / -8.9 eV
**Orbital gap (alpha / beta)**: 6.7 / 7.3 eV
**Energy**: -116689.372 eV
**Molar mass**: 833.07 g mol⁻¹
**<S²>**: 3.76
**ΔE to the lowest compared entry with this formula, charge and spin**: 6.87 kJ/mol



# 3
Here is a single C6H15NS molecule from the Open Molecules 2025 dataset. Energies are from wB97M-V/def2-TZVPD.

```
! RIJCOSX wB97M-V def2-TZVPD def2/J DEFGRID3
* xyz 0 1
C 0.550 1.562 -0.369
H 1.717 2.344 1.375
C 0.350 0.052 -0.972
H -1.441 -0.701 1.298
H 2.613 1.394 0.548
H 1.628 3.384 -1.025
H 1.873 2.013 -2.060
H 0.280 2.744 -2.084
C 1.517 1.426 0.816
H 0.271 0.424 -1.966
C -1.684 -2.672 0.491
H -1.713 -3.243 2.814
H 1.096 -0.606 -0.490
N -0.911 -0.612 -0.714
S -1.466 -3.943 1.725
H -1.445 -3.175 -0.534
H -0.362 1.991 0.087
H 0.161 -1.409 0.923
C 1.126 2.499 -1.400
H -1.762 -0.076 -0.829
C -0.884 -1.371 0.614
H -2.735 -2.613 0.301
H 1.222 0.588 1.453
*
```

Values from the calculation:
**SMILES string**: CC(C)CNCCS
**E_HOMO**: -8.4 eV
**Orbital gap**: 9.4 eV
**Energy**: -18788.748 eV
**Molar mass**: 133.26 g mol⁻¹
**ΔE to the lowest compared entry with this formula, charge and spin**: 177.67 kJ/mol



# 4
Here is 2 unconnected molecules or ions with the total composition C4H13N2O from the Open Molecules 2025 dataset. Energies are from wB97M-V/def2-TZVPD.

```
! RIJCOSX wB97M-V def2-TZVPD def2/J DEFGRID3
* xyz 1 1
H 0.572 -1.235 2.748
C 0.959 1.303 0.928
H 2.016 1.407 1.174
O 0.330 -1.796 2.009
H -0.893 -2.216 -0.911
H -1.783 -0.242 0.627
H -2.350 -0.458 -1.065
H -0.039 -1.621 0.372
H 1.327 1.105 -2.340
H 0.362 1.629 1.767
H -0.059 -2.655 2.251
C -1.501 -0.267 -0.420
C -0.863 1.118 -0.711
C 0.601 1.165 -0.347
H -1.446 1.798 -0.097
N -0.471 -1.351 -0.549
N 1.476 0.830 -1.376
H -0.959 1.376 -1.766
H 0.309 -1.061 -1.140
H 2.410 1.170 -1.155
*
```

Values from the calculation:
**E_HOMO**: -12.4 eV
**Orbital gap**: 9.4 eV
**Energy**: -9380.055 eV
**Molar mass**: 105.16 g mol⁻¹
**ΔE to the lowest compared entry with this formula, charge and spin**: 147.50 kJ/mol